1.
{
  "formula": "C36H54ClO31",
  "method": "ωB97M-V with the def2-TZVPD basis set",
  "de_lowest_ev": 42.559,
  "lumo_ha": 0.048,
  "gap_ev": 7.97,
  "total_energy_ha": -4195.2822,
  "e_homo_ev": -6.66,
  "total_charge": -1,
  "spin_multiplicity": 1,
  "elements": ["Cl", "O", "O", "O", "O", "C", "C", "C", "O", "C", "O", "O", "H", "H", "H", "H", "H", "H", "C", "C", "C", "O", "C", "O", "O", "H", "H", "H", "H", "H", "H", "C", "C", "C", "O", "C", "O", "O", "H", "H", "H", "H", "H", "H", "C", "C", "C", "O", "C", "O", "O", "H", "H", "H", "H", "H", "H", "C", "C", "C", "O", "C", "O", "O", "H", "H", "H", "H", "H", "H", "C", "C", "C", "O", "C", "O", "O", "H", "H", "H", "H", "H", "H", "C", "C", "C", "O", "C", "O", "O", "H", "H", "H", "H", "H", "H", "C", "C", "C", "O", "C", "O", "O", "H", "H", "H", "H", "H", "H", "C", "C", "C", "O", "C", "O", "O", "H", "H", "H", "H", "H", "H"],
  "xyz": [[-0.2977, -0.2395, 0.1062], [-1.4838, 0.2641, -0.4512], [0.5725, 0.8576, 0.3083], [-0.5152, -0.8944, 1.3475], [0.2947, -1.2474, -0.7554], [0.1499, -3.6655, 1.2527], [-1.2586, -3.7918, 1.8201], [-1.6381, -2.6614, 2.8260], [-2.8751, -2.1759, 2.4051], [-3.1006, -2.6030, 1.1207], [-4.1099, -2.3226, 0.4746], [-2.0678, -3.4231, 0.7897], [0.3128, -2.7584, 0.6707], [0.3815, -4.5012, 0.5924], [0.9446, -3.7320, 1.9958], [-1.4430, -4.8160, 2.1441], [-0.8419, -1.9171, 2.8141], [-1.8155, -3.0224, 3.8390], [1.1395, -1.8929, 3.4164], [2.0471, -0.6898, 3.7942], [2.4739, 0.1259, 2.5836], [2.3387, 1.4789, 3.0995], [1.4798, 1.4954, 4.0594], [1.0909, 2.5185, 4.6001], [1.2176, 0.2484, 4.4773], [0.3869, -1.7031, 2.6511], [0.7650, -2.3531, 4.3307], [1.8338, -2.6403, 3.0324], [2.8650, -0.9800, 4.4537], [1.8921, -0.1633, 1.7083], [3.4930, -0.0592, 2.2440], [3.5322, 1.7236, -0.9273], [2.2942, 2.0490, -0.2286], [2.3775, 1.9657, 1.2961], [2.5980, 3.3373, 1.6574], [2.1198, 4.1146, 0.7052], [1.8457, 5.3019, 0.8514], [2.0038, 3.3729, -0.4274], [3.3061, 1.0644, -1.7655], [4.2621, 1.1882, -0.3201], [4.0164, 2.6134, -1.3295], [1.5279, 1.3402, -0.5425], [3.1759, 1.2886, 1.5996], [1.4774, 1.5688, 1.7657], [2.0212, -1.8905, 0.4925], [3.3429, -1.9203, -0.3194], [4.6134, -1.5303, 0.4924], [5.3984, -2.7209, 0.5901], [4.7637, -3.6917, -0.1047], [5.1634, -4.8685, -0.2248], [3.7430, -3.2150, -0.7726], [1.1685, -2.0706, -0.1622], [1.9496, -0.9091, 0.9612], [2.0560, -2.6745, 1.2489], [3.2157, -1.2409, -1.1622], [4.2660, -1.1869, 1.4668], [5.0773, -0.6664, 0.0165], [-0.3695, 2.7867, -1.6920], [-1.1589, 3.1611, -0.4758], [-0.3311, 3.0800, 0.8161], [-0.1675, 4.4377, 1.1401], [-0.9899, 5.1641, 0.5564], [-1.1837, 6.3553, 0.8322], [-1.5122, 4.5080, -0.5054], [0.5854, 3.3055, -1.7759], [-0.9128, 2.9647, -2.6200], [-0.1360, 1.7225, -1.6579], [-2.0607, 2.5505, -0.4304], [0.6340, 2.5891, 0.6905], [-0.9656, 2.6451, 1.5883], [0.5412, -0.3784, -2.9084], [1.4281, 0.7777, -3.3884], [1.2621, 1.1863, -4.8104], [0.8781, 2.5528, -4.7041], [1.0410, 3.0563, -3.4682], [0.9196, 4.2001, -3.1248], [1.2781, 2.0056, -2.6633], [0.6282, -1.2685, -3.5315], [-0.5204, -0.1393, -2.9712], [0.6632, -0.5429, -1.8378], [2.4517, 0.4033, -3.3999], [0.3930, 0.6259, -5.1550], [2.2013, 0.9654, -5.3176], [-2.8945, 0.2927, 1.5681], [-2.3732, 0.7985, 2.8847], [-0.8236, 0.8939, 2.9886], [-0.6850, 2.3222, 3.3920], [-1.8455, 2.9353, 3.3010], [-2.0376, 4.1346, 3.4667], [-2.8006, 2.0822, 2.9678], [-2.4487, 0.7992, 0.7120], [-3.9530, 0.5178, 1.4374], [-2.7992, -0.7929, 1.5452], [-2.6530, 0.2884, 3.8064], [-0.2173, 0.6652, 2.1122], [-0.5557, 0.2035, 3.7884], [-0.2859, -3.4745, -1.5081], [-1.8152, -3.1864, -1.4003], [-2.2092, -1.6691, -1.4211], [-3.2189, -1.6395, -2.3684], [-3.4501, -2.7803, -2.9387], [-4.2653, -2.9888, -3.8804], [-2.6128, -3.7406, -2.4317], [-0.1497, -4.4909, -1.8775], [0.0867, -3.4427, -0.4842], [0.0235, -2.7817, -2.2906], [-2.1356, -3.7671, -0.5353], [-1.4021, -0.9920, -1.7007], [-2.5791, -1.3607, -0.4432], [-1.8082, 1.5732, -2.8223], [-2.6199, 0.3623, -2.6469], [-3.5197, 0.2130, -1.3925], [-4.6745, -0.3556, -1.9273], [-4.7107, -0.2267, -3.2603], [-5.5932, -0.6100, -3.9961], [-3.5793, 0.3773, -3.6604], [-2.4633, 2.4097, -2.5791], [-1.3980, 1.5886, -3.8321], [-0.9543, 1.7020, -2.1573], [-2.0173, -0.5384, -2.7645], [-3.7086, 1.1552, -0.8779], [-2.9967, -0.2705, -0.5674]],
  "forces_ev_per_a": [[-0.4, -0.7, -0.2], [3.9, 1.9, -0.2], [-3.6, -4.5, 1.0], [-0.6, -0.9, -1.0], [-4.8, 2.4, 2.0], [0.1, -1.6, 1.6], [1.8, 1.0, 1.8], [0.8, -1.5, 1.7], [-0.9, -1.6, -0.9], [-3.2, -0.6, 0.5], [3.2, -1.3, 2.0], [-3.0, 0.6, 2.9], [-1.1, -1.0, 1.9], [-0.2, -0.3, 0.3], [-0.7, -0.2, 0.2], [-0.4, 0.1, 0.2], [-2.2, -0.6, 0.6], [0.3, -0.1, 0.1], [2.5, 0.0, 1.1], [-1.6, -0.6, -0.5], [0.7, -1.6, 3.2], [2.2, -2.9, 4.7], [-0.3, 3.4, 5.1], [2.2, -2.7, -0.3], [0.3, -0.5, 1.3], [1.9, 0.3, 0.9], [-0.4, 0.3, 0.0], [0.0, 0.1, 0.2], [0.0, 0.0, 0.0], [-0.4, 2.3, 2.1], [-0.1, 0.1, 0.9], [2.0, -0.8, -1.2], [2.0, -0.3, 0.7], [0.7, 1.9, -4.8], [0.3, -1.0, 1.3], [0.4, 3.7, -0.3], [2.6, -2.9, -1.2], [-0.3, 3.3, -1.0], [0.3, 0.1, -0.1], [0.1, 0.1, 0.2], [0.1, 0.0, 0.0], [2.3, 2.4, -1.4], [0.6, 2.1, -2.2], [0.3, 1.7, -2.5], [4.4, -2.5, -0.2], [0.2, 0.7, 0.9], [-1.3, 0.6, 0.0], [-0.4, 0.4, 0.1], [2.4, -4.0, -0.8], [-1.2, 3.9, 0.8], [-1.9, 0.0, -0.6], [3.2, -0.9, 1.2], [0.0, -2.1, -2.0], [1.0, 0.7, -0.1], [0.2, -0.3, -0.4], [0.7, -0.6, 0.1], [0.8, -0.5, 0.0], [1.8, 5.0, 4.5], [0.6, -0.7, -0.4], [-1.4, 0.0, -0.5], [1.1, -3.0, 3.5], [-2.3, 6.0, -1.5], [0.0, -3.0, -1.0], [-1.4, 1.3, -0.5], [-2.2, 0.4, 3.0], [1.3, 2.1, 1.1], [1.8, 1.6, 2.6], [-0.2, 0.2, 0.3], [-2.1, 1.3, 0.7], [0.9, 0.0, -1.1], [0.2, 2.3, -1.4], [0.5, -1.4, -0.4], [-1.5, -0.1, 0.3], [0.3, 1.1, -1.7], [0.9, 0.3, -1.9], [1.5, -0.5, -2.4], [4.1, -2.1, -2.2], [0.7, 0.0, 0.1], [0.6, 0.3, -0.5], [1.4, 0.5, -3.2], [0.3, 0.3, 1.1], [0.3, 0.2, -0.9], [-0.4, 0.7, -0.7], [-1.4, 0.1, 0.4], [1.2, -1.5, -1.0], [-1.5, 1.4, 1.0], [-0.7, -1.9, -0.2], [-1.0, 3.5, 1.0], [0.6, -2.7, -0.3], [-1.8, 2.3, 0.3], [-0.6, 0.3, 2.0], [-0.3, -0.1, 0.6], [0.1, 2.4, -0.7], [-0.7, -0.5, -0.3], [-0.5, 1.4, 1.3], [0.0, 0.7, -0.2], [-2.2, -0.5, -1.8], [0.6, -0.9, -1.3], [1.9, -6.2, 1.3], [1.6, -4.9, -0.2], [-1.9, -3.9, -4.0], [3.3, 0.7, 3.9], [-0.8, 0.5, -2.2], [-0.1, -0.2, -0.1], [0.0, 0.3, -2.8], [1.0, -0.3, 0.4], [0.0, 0.6, -3.4], [-0.9, -2.2, 0.0], [0.9, -2.1, -1.0], [-4.2, -2.7, -1.2], [0.0, 1.9, -0.9], [-0.4, 3.0, 0.0], [-4.1, 2.3, 1.6], [-1.4, 0.1, -1.4], [1.1, 1.1, 1.5], [-1.4, -0.2, -1.7], [-0.2, 0.1, -0.6], [-0.3, 0.3, -0.2], [-4.4, -4.0, -2.4], [-0.4, 2.5, -1.6], [-0.6, 0.8, -0.8], [-3.3, 0.9, -1.5]],
  "lowdin_charge": [0.907, -0.394, -0.374, -0.333, -0.419, -0.061, -0.211, -0.092, 0.042, -0.449, 0.208, 0.002, 0.025, 0.122, 0.083, 0.168, 0.052, 0.152, -0.018, -0.194, -0.111, 0.017, -0.575, 0.185, 0.055, 0.027, 0.118, 0.078, 0.165, 0.062, 0.123, 0.026, -0.355, -0.175, 0.175, -0.499, 0.170, 0.063, 0.062, 0.074, 0.118, 0.076, 0.120, 0.105, -0.037, -0.198, -0.071, 0.092, -0.539, 0.099, 0.116, -0.009, 0.043, 0.079, 0.143, 0.099, 0.119, -0.148, -0.184, -0.032, 0.095, -0.581, 0.121, 0.146, 0.090, 0.105, 0.093, 0.144, 0.097, 0.117, 0.015, -0.272, -0.078, 0.099, -0.545, 0.186, -0.052, 0.119, 0.069, -0.006, 0.132, 0.139, 0.140, -0.008, -0.269, -0.016, 0.013, -0.573, 0.168, 0.119, 0.060, 0.132, 0.045, 0.165, 0.089, 0.133, 0.014, -0.211, -0.158, -0.037, -0.434, 0.115, 0.108, 0.107, 0.006, 0.081, 0.088, 0.084, 0.082, -0.071, -0.323, -0.116, 0.092, -0.536, 0.146, 0.134, 0.139, 0.134, -0.064, 0.105, 0.152, 0.046]
}

2.
{
  "formula": "C23H39Cl2N6O3Tm",
  "method": "ωB97M-V with the def2-TZVPD basis set",
  "lumo_ha": [0.005, 0.005],
  "gap_ev": [4.21, 4.19],
  "total_energy_ha": -3459.6688,
  "e_homo_ev": [-4.08, -4.06],
  "spin_multiplicity": 3,
  "elements": ["O", "C", "C", "C", "H", "C", "H", "C", "H", "C", "H", "C", "H", "H", "C", "C", "H", "H", "H", "C", "C", "H", "H", "H", "H", "Tm", "Cl", "Cl", "C", "O", "N", "C", "C", "H", "H", "H", "H", "H", "H", "H", "H", "H", "C", "C", "N", "H", "C", "O", "H", "H", "H", "H", "C", "N", "C", "N", "C", "N", "C", "N", "C", "C", "H", "H", "H", "H", "H", "H", "H", "H", "H", "H", "H", "H"],
  "xyz": [[0.9434, 1.9856, -2.3755], [0.8200, 1.9263, -3.5887], [1.4590, 2.8526, -4.5979], [2.0646, 4.0700, -4.2370], [2.1524, 4.3344, -3.1778], [2.5483, 4.9639, -5.2059], [2.9762, 5.9366, -4.9267], [2.4676, 4.6091, -6.5689], [2.8168, 5.3079, -7.3325], [1.9470, 3.3513, -6.9321], [1.9137, 3.0661, -7.9847], [1.4500, 2.4919, -5.9529], [1.0250, 1.5285, -6.2171], [0.2088, 1.1005, -4.0273], [-3.1325, 1.1342, -2.5725], [-2.8422, 0.0327, -1.6681], [-4.1528, 1.1244, -3.0003], [-2.4068, 1.1136, -3.4027], [-2.9581, 2.0892, -2.0449], [-3.5218, -0.9534, -1.1307], [-5.0474, -1.0731, -1.0292], [-3.0107, -1.8347, -0.7058], [-5.5480, -0.5205, -1.8424], [-5.4117, -0.6786, -0.0687], [-5.3619, -2.1255, -1.0810], [-0.5219, 0.0594, -0.0286], [-0.6166, 2.5607, -0.0398], [-0.4713, -0.8862, -2.3868], [-2.7240, 0.6220, 2.3293], [-1.9136, -0.1537, 1.7247], [-3.2852, 0.3214, 3.4938], [-2.9876, -0.9083, 4.2379], [-4.2456, 1.2172, 4.1372], [-2.9773, 1.6002, 1.8944], [-2.2107, -1.4818, 3.7275], [-3.9075, -1.5085, 4.3391], [-2.6520, -0.6426, 5.2531], [-4.4326, 2.0899, 3.5001], [-3.8503, 1.5643, 5.1078], [-5.1958, 0.6850, 4.3154], [-0.4052, -5.6893, 1.2672], [1.4332, -6.1471, -0.4330], [-0.8559, -5.0421, 0.5057], [1.0222, -5.3677, -1.0912], [0.2002, -4.4322, -0.2960], [-1.4593, -4.2625, 0.9608], [0.3083, -3.1183, -0.4198], [-0.3391, -2.2706, 0.2763], [1.8368, -4.8215, -1.5721], [1.0059, -2.7822, -1.2055], [-1.4879, -5.6721, -0.1295], [0.4141, -5.8547, -1.8739], [1.4794, 1.4272, 2.4862], [1.3854, 0.2148, 1.6047], [1.4452, -0.9723, 2.5192], [2.6767, -1.0187, 3.3277], [2.7493, 0.2299, 4.1446], [2.7180, 1.4355, 3.2920], [3.8958, 1.3787, 2.4153], [3.8804, 0.1678, 1.5385], [2.6304, 0.2017, 0.7378], [3.8533, -1.0276, 2.4247], [0.6177, 1.4141, 3.1689], [1.4418, 2.3209, 1.8545], [1.3876, -1.8923, 1.9218], [0.5856, -0.9134, 3.2036], [3.7033, 0.2180, 4.6926], [1.9048, 0.2394, 4.8489], [3.9336, 2.2675, 1.7724], [4.7941, 1.3289, 3.0471], [2.6027, -0.6950, 0.0933], [2.6368, 1.1181, 0.1265], [4.7585, -1.0150, 3.0492], [3.8395, -1.9400, 1.8076]],
  "forces_ev_per_a": [[0.5, 0.3, -1.6], [0.2, -0.3, 0.6], [0.3, 0.4, 0.0], [0.1, 0.3, 0.1], [-0.2, -0.2, -0.4], [-0.2, -0.6, -0.4], [-0.2, -0.6, 0.0], [-0.2, -0.4, 0.5], [-0.1, -0.3, 0.2], [0.2, 0.5, 0.2], [0.0, 0.0, 0.3], [-0.2, 0.2, 0.3], [0.0, 0.1, -0.1], [0.2, 0.3, 0.1], [-0.7, 0.7, 0.0], [2.2, 0.4, 2.4], [0.1, 0.2, -0.1], [-0.2, 0.0, 0.1], [-0.2, -0.2, -0.3], [-1.7, -0.3, 0.1], [0.1, -0.3, -0.6], [0.1, 0.3, 0.5], [0.1, -0.1, 0.3], [0.0, 0.0, -0.2], [-0.1, 0.1, 0.0], [-2.3, -0.3, -2.8], [-0.1, 0.4, 0.7], [2.0, -0.8, -0.6], [1.3, -1.2, -1.0], [-1.2, 1.2, 1.6], [-0.1, 0.0, 0.2], [-0.1, 0.1, 0.0], [0.0, 0.1, 0.1], [0.0, -0.3, 0.1], [-0.2, 0.2, 0.0], [0.4, 0.2, -0.1], [0.0, 0.0, -0.3], [0.0, -0.3, 0.1], [-0.1, -0.2, -0.4], [0.4, 0.2, -0.1], [-0.1, 0.2, 0.0], [-0.1, 0.3, -0.2], [0.2, -0.2, 0.0], [-0.4, 0.3, 0.0], [-0.1, -0.6, -0.2], [0.1, 0.0, 0.0], [-0.6, 1.4, 0.6], [1.3, -1.6, -0.6], [-0.1, -0.1, 0.1], [-0.2, 0.0, 0.3], [0.1, 0.2, 0.0], [0.2, 0.2, 0.3], [0.4, 0.0, 0.0], [0.9, -0.1, 0.3], [0.5, -0.1, 0.1], [0.0, 0.6, -0.2], [0.0, -0.3, -0.6], [-0.3, -0.5, 0.0], [-0.2, -0.5, -0.4], [-0.7, 0.0, 0.4], [0.3, 0.0, 0.6], [-0.4, 0.5, -0.1], [0.2, 0.1, -0.2], [-0.1, -0.2, 0.1], [-0.1, 0.3, 0.2], [0.1, -0.1, -0.3], [-0.4, 0.0, 0.0], [0.2, 0.1, -0.2], [0.0, -0.2, 0.2], [-0.2, 0.1, -0.2], [0.0, 0.3, 0.2], [-0.1, -0.4, 0.1], [-0.2, -0.1, -0.2], [0.0, 0.3, 0.2]],
  "lowdin_charge": [-0.104, -0.225, -0.173, -0.026, 0.117, -0.078, 0.104, -0.084, 0.099, -0.083, 0.101, -0.045, 0.112, 0.075, -0.196, -0.463, 0.055, 0.045, 0.052, -0.323, -0.138, 0.047, 0.056, 0.045, 0.045, 0.885, -0.044, 0.098, -0.226, -0.184, -0.167, -0.015, -0.034, 0.146, 0.085, 0.102, 0.097, 0.097, 0.097, 0.099, 0.094, 0.093, -0.019, -0.025, -0.162, 0.088, -0.326, -0.215, 0.090, 0.095, 0.099, 0.100, -0.178, -0.189, -0.174, -0.088, -0.159, -0.091, -0.158, -0.082, -0.148, -0.160, 0.128, 0.088, 0.111, 0.125, 0.123, 0.125, 0.131, 0.124, 0.128, 0.132, 0.123, 0.126]
}